# 1
{"formula": "C21H41N3O", "method": "ωB97M-V/def2-TZVPD", "species": ["C", "H", "H", "H", "C", "N", "C", "C", "H", "H", "C", "N", "C", "C", "N", "C", "H", "C", "C", "H", "H", "C", "O", "H", "H", "H", "H", "H", "C", "C", "C", "H", "C", "H", "C", "C", "C", "H", "H", "H", "H", "H", "H", "H", "H", "H", "H", "H", "H", "H", "H", "H", "C", "H", "C", "H", "H", "H", "H", "H", "H", "C", "H", "H", "H", "H"], "xyz": [[-6.88104, -0.08819, -0.04364], [-6.64614, 0.08133, -1.19628], [-6.56480, 0.92384, 0.38409], [-7.91394, -0.39306, 0.02055], [-5.98500, -1.39561, 0.20019], [-4.64236, -1.00285, 0.35083], [-4.16673, -0.61549, -0.82049], [-2.57476, -0.57496, -1.11602], [-2.32921, -1.60787, -0.90231], [-2.12976, -0.34496, -1.98054], [-2.03717, 0.50588, 0.12647], [-0.62843, 0.48274, 0.08858], [0.14686, -1.09173, 0.18481], [1.61006, -0.64733, 0.72232], [2.23407, -0.01545, -0.50146], [1.55342, 1.27064, -0.34362], [2.17237, 1.72096, -1.18704], [0.10687, 1.10219, -0.77665], [-0.34944, 2.65373, -1.16753], [-1.48729, 2.49772, -1.40919], [0.10861, 3.04544, -1.94785], [-0.64194, 3.51855, 0.30648], [-1.28994, 4.70750, 0.00268], [-2.23965, 4.39172, -0.14269], [0.46728, 3.95121, 0.18352], [-0.84261, 2.86095, 0.97809], [0.12567, 0.41841, -1.81931], [1.71343, 2.01326, 0.45318], [3.62385, -0.02534, -0.24679], [4.25176, -1.42163, -0.67374], [5.64346, -1.23699, -1.37484], [5.72649, -0.44351, -2.00948], [6.78340, -1.44010, -0.26711], [6.90029, -2.66635, -0.09825], [6.47062, -0.83803, 1.05077], [5.88560, 0.80639, 0.97191], [4.34430, 0.54242, 0.77510], [4.00001, -0.07857, 2.04428], [3.90509, 1.58356, 1.14369], [6.07436, 1.24260, 0.12973], [6.23602, 1.13014, 1.95133], [7.32956, -0.59536, 1.78845], [5.78441, -1.44429, 1.71654], [7.62235, -1.23235, -0.70611], [5.64192, -2.10241, -2.11390], [4.34371, -2.12167, 0.09786], [3.61319, -1.87972, -1.45679], [4.12314, 0.55044, -1.12719], [2.08021, -1.62379, 0.68821], [1.50391, -0.13950, 1.70177], [-0.35339, -1.44875, 1.01544], [0.11628, -1.41690, -0.70890], [-2.40623, -0.06621, 1.34177], [-2.26619, -1.24399, 1.76542], [-3.99906, -0.10353, 1.46444], [-4.51679, -0.25610, 2.50529], [-4.42940, 0.95643, 1.10269], [-2.30455, 0.51597, 2.29898], [-2.31049, 1.41869, -0.05491], [-4.34212, -1.14623, -1.47164], [-4.29896, 0.48391, -1.30501], [-6.25550, -2.51862, -0.32103], [-6.22753, -2.34453, -1.55199], [-7.44536, -2.90602, -0.04629], [-5.54796, -3.37747, -0.11366], [-6.18878, -1.48115, 1.44679]], "forces_ev_per_a": [[1.7477, -0.4378, -3.9332], [-0.9798, -0.0569, 1.8991], [-0.5213, -1.9264, 0.1395], [-0.4101, 0.5213, 0.3069], [-0.0293, 12.6066, 13.2206], [3.5189, 0.0978, 3.5910], [7.7655, 12.6301, 3.1755], [-2.5065, 0.2265, 7.6141], [0.9514, -0.1604, 0.6200], [0.6157, 1.4308, -3.7385], [3.7422, -8.0568, -4.5911], [0.7081, -4.7797, 4.9783], [1.0295, 8.6390, 7.2640], [-2.4322, -3.5692, -3.1972], [-1.9472, 0.3686, 5.9180], [2.4480, 1.4988, -4.7773], [-1.4231, 0.9499, 0.3392], [2.9122, 4.2458, -6.9523], [-7.0379, -4.7256, 6.4823], [1.8742, 0.3708, -0.5791], [2.4722, 2.1602, -3.0879], [8.2612, 4.6116, -9.6443], [-3.8949, -1.2585, 0.5037], [1.4619, 1.3081, 0.0437], [-1.8344, -1.2320, 2.1383], [-1.7257, -3.5229, 4.7842], [0.3215, 1.9302, 1.4199], [-0.0819, -1.1113, 0.7084], [3.1403, -1.9703, -7.3562], [-0.4669, 1.6833, -2.5413], [-0.5322, -4.9255, 2.6663], [0.2513, 2.7852, -1.0970], [-4.9007, -4.8879, 0.6110], [-0.4904, 2.9326, -0.4414], [0.7677, 3.6467, 2.5421], [-2.8358, -8.2991, 3.3233], [-0.4999, 4.2312, 11.8993], [0.8275, 1.3061, -3.4433], [0.2892, -1.7301, -1.2178], [2.6259, 3.0091, -4.6331], [-0.7830, 0.9342, -0.5372], [-0.5469, -1.1915, -1.6286], [0.3747, 0.8830, -1.1545], [5.1788, 1.7951, -1.9516], [0.6259, 0.7442, 0.9625], [0.1120, -0.9771, 1.3833], [-0.1246, 0.4178, 0.6123], [-1.2404, -0.1752, 0.5126], [0.4101, -0.3752, 1.3445], [0.5414, -0.1027, -0.8095], [-1.1631, -1.6900, 0.9111], [-0.2252, -2.8798, -6.1198], [-5.9389, -3.8953, 7.6243], [0.6903, 3.1097, -2.0258], [-3.6113, 1.3328, -1.8552], [1.3877, -0.2606, -1.9201], [1.0966, -1.5540, 1.0639], [1.1190, -0.0434, -1.0338], [-2.3586, 5.0554, -0.8707], [-4.6204, -9.7019, -11.7557], [-1.1650, -1.3277, 1.4966], [-5.2241, -11.5597, -8.1855], [-0.3000, -0.9653, 2.5692], [3.4721, 1.0740, -1.0198], [-0.8445, 1.0967, -0.0570], [-0.0444, -0.2833, -2.5133]], "mulliken_charge": [-1.039, 0.229, 0.250, 0.411, 0.245, 0.443, -1.586, -1.618, 0.416, 0.977, -1.739, 0.403, -1.739, -0.316, 0.311, -1.477, 0.402, 0.785, -1.240, 0.170, 0.777, -0.748, -0.486, 0.331, 0.140, 0.698, 0.180, 0.193, 0.370, -0.945, -1.211, 0.556, -0.902, 0.218, -0.653, -1.235, -0.064, 0.234, -0.067, 0.616, 0.381, 0.451, 0.312, 0.572, 0.389, 0.460, 0.441, -0.022, 0.504, 0.243, 0.532, 0.760, -0.168, 0.290, -0.838, 0.342, 0.249, 0.138, 1.417, 1.230, 0.140, -1.124, 0.199, 0.305, 0.327, 0.180], "charge": 0, "orbital_gap_ha": 0.30456, "e_above_lowest_kcal_mol": 475.0, "lumo_energy_ev": 0.715, "e_tot_ev": -28939.5741}

---

# 2
{"formula": "C36H61N3O14", "method": "ωB97M-V/def2-TZVPD", "species": ["C", "C", "C", "N", "C", "H", "H", "H", "H", "H", "C", "C", "C", "N", "C", "H", "H", "H", "H", "H", "C", "C", "C", "N", "C", "H", "H", "H", "H", "H", "O", "C", "C", "C", "C", "O", "H", "H", "H", "H", "H", "H", "O", "C", "C", "C", "C", "O", "H", "H", "H", "H", "H", "H", "O", "C", "C", "C", "C", "O", "H", "H", "H", "H", "H", "H", "O", "C", "C", "C", "C", "O", "H", "H", "H", "H", "H", "H", "O", "C", "C", "C", "C", "O", "H", "H", "H", "H", "H", "H", "C", "O", "H", "H", "H", "H", "C", "O", "H", "H", "H", "H", "C", "O", "H", "H", "H", "H", "C", "O", "H", "H", "H", "H"], "xyz": [[1.38276, -7.49081, 0.99977], [1.30115, -6.89515, -0.27530], [0.41851, -5.84961, -0.15527], [0.03072, -5.68821, 1.17918], [0.51649, -6.78047, 1.87482], [2.09538, -8.21386, 1.36825], [1.69164, -7.18535, -1.23950], [0.17210, -5.08801, -0.88027], [-0.51907, -4.93686, 1.57070], [0.40050, -6.69538, 2.94520], [-0.87006, 0.57982, 0.95860], [-0.21366, 0.74933, -0.25799], [0.83463, -0.11212, -0.32468], [0.95982, -0.62827, 0.96404], [-0.10838, -0.38657, 1.68512], [-1.78843, 1.03698, 1.29626], [-0.64966, 1.27125, -1.09697], [1.66653, -0.17391, -1.01063], [1.82634, -1.03305, 1.28868], [-0.26454, -0.96529, 2.58351], [4.42414, -3.68253, 5.55738], [5.42439, -2.77847, 6.01858], [6.22621, -2.44938, 4.93186], [5.75924, -3.06788, 3.77465], [4.64810, -3.86537, 4.16111], [3.61303, -4.12537, 6.11630], [5.64182, -2.47236, 7.03121], [7.05309, -1.75566, 4.96942], [6.06480, -2.76117, 2.86216], [4.13047, -4.44990, 3.41495], [4.34363, 4.34572, -6.55661], [3.44266, 4.92773, -5.97222], [2.59463, 6.13630, -6.42196], [1.82321, 6.32447, -5.16601], [1.85414, 4.99947, -4.39529], [3.20202, 4.57403, -4.68916], [3.10853, 7.02285, -6.79350], [1.92755, 5.81263, -7.22092], [2.33459, 7.05712, -4.54165], [0.80617, 6.65601, -5.37528], [1.65480, 5.13761, -3.33261], [1.27732, 4.16230, -4.78838], [3.51016, 1.70688, 6.97291], [4.01193, 2.25090, 5.96226], [3.81830, 1.91946, 4.46852], [4.89951, 2.74172, 3.85693], [5.23082, 3.77078, 4.82054], [4.86245, 3.26941, 6.03365], [4.05489, 0.88570, 4.21658], [2.89807, 2.10300, 3.91389], [5.86112, 2.25570, 3.69212], [4.58059, 2.93567, 2.83282], [6.27866, 4.07022, 4.79915], [4.72534, 4.72927, 4.70257], [-2.12084, 0.67763, -8.53981], [-2.34467, -0.08831, -7.64235], [-3.13384, -1.37583, -7.57751], [-3.07495, -1.59165, -6.05001], [-2.02951, -0.52884, -5.43111], [-1.63712, 0.27209, -6.53209], [-4.15503, -1.36946, -7.95859], [-2.45311, -2.09061, -8.03989], [-4.04317, -1.57005, -5.54983], [-2.76934, -2.56332, -5.66196], [-2.42936, 0.17457, -4.70075], [-1.16978, -1.15039, -5.18082], [6.29927, -1.00981, -1.09008], [6.03036, -1.28546, -2.22243], [6.05438, -2.67955, -2.92794], [5.38392, -2.26807, -4.27081], [5.55891, -0.72021, -4.34109], [5.63697, -0.32184, -3.02368], [7.01301, -3.09017, -3.24498], [5.32136, -3.37022, -2.51107], [5.98854, -2.67540, -5.08112], [4.36248, -2.64650, -4.31023], [6.54208, -0.33970, -4.61802], [4.79401, -0.24855, -4.95799], [-5.39773, 5.92513, -4.22173], [-5.76141, 5.20804, -3.25893], [-6.96873, 5.42007, -2.31861], [-6.59471, 4.43272, -1.16681], [-5.59606, 3.41241, -1.81498], [-4.99471, 4.18484, -2.84868], [-6.88013, 6.43578, -1.93314], [-7.91962, 5.11873, -2.75802], [-6.08137, 5.03297, -0.41564], [-7.43705, 3.91966, -0.70277], [-4.87298, 3.12379, -1.05212], [-5.97174, 2.45741, -2.18231], [-4.71375, -4.40977, 5.56250], [-3.65063, -3.95591, 4.81891], [-4.82220, -3.96475, 6.55159], [-5.59411, -4.25190, 4.93949], [-4.42491, -5.45881, 5.62718], [-3.78625, -3.00719, 4.76288], [-1.70555, 2.47470, 6.18525], [-0.94940, 1.32359, 6.43606], [-1.27864, 3.31239, 6.73673], [-1.60148, 2.91027, 5.19149], [-2.74292, 2.15133, 6.27125], [-0.06637, 1.53917, 6.74490], [-4.56176, -3.23816, 0.19750], [-5.87305, -3.15734, 0.61987], [-4.20591, -4.26805, 0.16940], [-4.17030, -2.54164, -0.54393], [-4.05464, -2.90525, 1.10310], [-6.40372, -3.78501, 0.12387], [-7.21156, 0.93408, 3.87131], [-7.59092, 0.72847, 2.46415], [-7.23207, 1.98641, 4.15464], [-7.86129, 0.35059, 4.52362], [-6.14975, 0.72715, 4.00492], [-7.46625, -0.20764, 2.29168]], "forces_ev_per_a": [[-0.8578, 0.5642, 1.9727], [-1.1034, 0.4039, 0.0803], [0.0476, 1.4404, 0.7348], [0.3892, -1.6441, -1.5662], [1.5340, 0.9863, -0.9851], [-0.2974, -0.3142, -0.2666], [0.3012, -0.1714, 0.2944], [-0.1859, -0.1536, -0.0109], [-0.0003, -0.3194, -0.2468], [0.1647, -0.7503, 0.0123], [0.2567, -1.6537, 1.9977], [-1.3349, -0.0290, -1.4327], [1.6891, 0.7298, 1.3660], [2.0223, -1.4258, -2.5125], [-2.1892, 2.1067, 0.5044], [0.0257, -0.1349, -0.1301], [0.2790, 0.2604, 0.0189], [-0.1681, -0.0687, -0.0319], [-0.4252, -0.3986, -0.0265], [-0.1346, 0.5988, 0.2651], [0.7018, -0.0087, -2.4848], [0.6180, -0.3952, -1.1083], [-0.8515, 0.0107, 0.3589], [-0.7975, -0.2106, 2.4278], [0.6310, 1.3202, 1.0682], [0.1796, -0.0734, -0.0418], [-0.2321, 0.0420, -0.0775], [0.0395, -0.1564, -0.4327], [-0.2682, -0.5373, 0.0524], [-0.0359, 0.0490, 0.1681], [-1.5838, 1.1236, 0.2914], [3.3844, -0.6504, -1.1556], [-0.1271, -1.6289, -0.0475], [-1.6808, 0.7990, 0.9536], [0.5009, 0.2419, -0.7204], [-0.4470, 0.1200, 0.2383], [0.4556, -0.3963, 0.2399], [0.1005, -0.1745, -0.1603], [-0.2031, 0.1065, 0.1266], [-0.0268, 0.1754, 0.2858], [0.4032, -0.1929, -0.0682], [-0.7889, 0.4446, 0.0121], [1.6665, 1.8607, -3.3304], [-2.6386, -2.2951, 2.2028], [0.7225, -1.1250, 0.0138], [0.8832, -1.2110, -2.9682], [0.4179, 3.6159, -0.9883], [-0.0211, -0.6892, 2.9817], [-0.2825, -0.3073, 0.7211], [-0.4916, 0.3112, 1.0343], [-0.2372, -0.9880, 0.1239], [0.2080, 1.1069, 0.1097], [0.1585, -0.4186, 0.3225], [-0.4488, 0.1140, -0.2337], [-1.2409, -0.8931, -1.3136], [1.6343, 2.9431, -1.4003], [1.2149, 0.2109, 2.2057], [-0.1585, 0.0137, 1.9101], [-0.8334, -1.3676, -1.3657], [-0.9792, -1.3748, 0.4910], [0.4747, 0.2042, -0.3156], [-0.4837, -0.1874, -0.4495], [-0.2803, 0.8118, -0.3003], [0.4570, -0.2752, -0.7848], [0.1417, -0.6441, 0.4492], [0.0629, 0.5681, 0.8858], [0.2038, -0.5814, 0.6575], [0.6899, -1.2145, 1.2560], [-1.5658, 1.6319, -1.6760], [1.3634, 0.3546, -0.6633], [0.4807, -1.1805, -1.1481], [-1.6467, 1.3511, 1.2446], [0.1266, 0.0330, 1.1620], [0.8800, -0.1431, 0.7801], [-0.5175, -0.2805, -0.2516], [-0.0178, 0.4908, -0.2736], [0.0810, -0.7672, -1.6149], [-0.1105, 0.3086, 0.5743], [-1.4343, -2.4042, 3.1752], [0.9027, 2.6606, -2.7730], [1.3849, -1.4908, 0.6390], [-0.1432, -0.3551, -0.6199], [-0.4876, 1.0360, 1.2906], [0.3166, -0.4672, -0.4301], [-0.6471, 0.0278, -0.4669], [0.1192, 0.5893, -0.2601], [0.1237, -0.3877, 0.1576], [-0.0226, 0.1854, -0.0305], [0.4338, 0.2557, -0.2821], [-0.5422, 0.3312, -0.3721], [-0.4776, -1.4297, -0.2274], [1.6052, 1.8381, -0.5813], [0.0413, 0.0563, 0.0684], [-0.6351, -0.3994, 0.5089], [-1.0225, -0.2813, 0.5600], [0.5128, 0.2210, -0.3602], [0.6085, 0.4865, -0.5453], [0.3661, -0.7943, -0.2267], [-1.0137, 0.0569, 0.9997], [0.1207, -0.6414, -0.7801], [-0.0484, 0.7593, 0.6229], [0.0146, 0.1094, -0.0783], [2.0172, 0.0623, 2.2892], [-1.7760, 0.0514, -0.5609], [-0.0302, -0.0904, -0.9444], [-0.6467, -0.3386, -0.7354], [0.6008, 0.2388, 0.0581], [-0.1674, 0.1056, -0.0674], [0.2241, -0.0009, -1.1693], [0.3033, 0.6466, 1.4656], [-0.7369, 0.0804, -0.4648], [0.2025, 0.0301, 0.1003], [0.0052, -0.6809, 0.0921], [0.0305, -0.0893, -0.0625]], "mulliken_charge": [-0.517, -0.351, -0.471, 0.047, -0.420, 0.359, 0.391, 0.393, 0.193, 0.378, -0.285, -0.513, -0.636, 0.095, -0.701, 0.420, 0.433, 0.504, 0.208, 0.482, -0.358, -0.370, -0.499, -0.059, -0.595, 0.391, 0.397, 0.388, 0.235, 0.476, -0.600, 0.458, -0.339, -0.481, -0.352, -0.317, 0.281, 0.243, 0.255, 0.328, 0.270, 0.253, -0.636, 0.593, -0.257, -0.523, -0.462, -0.346, 0.175, 0.303, 0.227, 0.383, 0.310, 0.225, -0.583, 0.438, -0.214, -0.630, -0.339, -0.322, 0.294, 0.209, 0.290, 0.319, 0.301, 0.237, -0.613, 0.515, -0.318, -0.540, -0.367, -0.352, 0.295, 0.244, 0.277, 0.283, 0.270, 0.304, -0.618, 0.504, -0.354, -0.564, -0.313, -0.302, 0.254, 0.288, 0.255, 0.372, 0.214, 0.264, -0.500, -0.444, 0.238, 0.240, 0.187, 0.278, -0.479, -0.498, 0.260, 0.224, 0.194, 0.298, -0.536, -0.489, 0.298, 0.257, 0.172, 0.298, -0.518, -0.495, 0.237, 0.248, 0.231, 0.295], "charge": 0, "orbital_gap_ha": 0.29323, "e_above_lowest_kcal_mol": 44.2, "smiles": "c1cc[nH]c1.c1cc[nH]c1.c1cc[nH]c1.O=C1CCCO1.O=C1CCCO1.O=C1CCCO1.O=C1CCCO1.O=C1CCCO1.CO.CO.CO.CO", "lumo_energy_ev": -0.135, "e_tot_ev": -71449.0296}

---

# 3
{"formula": "C3H9OS", "method": "ωB97M-V/def2-TZVPD", "species": ["C", "S", "H", "H", "H", "C", "O", "C", "H", "H", "H", "H", "H", "H"], "xyz": [[-1.19730, 3.36539, -0.71253], [-0.43588, 1.76170, -0.80878], [-2.05542, 3.38117, -0.04843], [-1.47324, 3.74477, -1.68975], [-0.43202, 4.02440, -0.30502], [0.85553, -1.68146, -0.16776], [1.66972, -0.63008, 0.35883], [0.20474, -2.52658, 0.94307], [1.49764, -2.28458, -0.79879], [0.09905, -1.26763, -0.85058], [1.11089, 0.16559, 0.42643], [0.84139, -3.35998, 1.18507], [-0.80128, -2.81403, 0.65988], [0.11618, -1.87870, 1.80835]], "forces_ev_per_a": [[0.1063, 0.1176, -0.1820], [-0.0343, -0.1921, -0.1002], [-0.0205, -0.0671, 0.1772], [-0.0714, -0.0205, -0.1252], [0.0189, 0.1592, 0.1747], [-0.2625, 0.2157, -0.0101], [-0.4064, 0.2732, -0.1371], [0.2012, 1.0577, -0.5565], [0.2151, -0.1917, -0.0215], [0.0121, 0.0138, 0.2408], [0.3480, -0.4665, 0.0986], [-0.0281, -0.4453, 0.2141], [-0.0553, -0.4377, -0.0522], [-0.0230, -0.0162, 0.2793]], "lowdin_spin": [0.108, 0.841, 0.013, 0.000, 0.029, 0.001, 0.003, 0.000, 0.000, 0.002, 0.003, 0.000, 0.000, 0.000], "charge": 0, "multiplicity": 2, "orbital_gap_ha": [0.38690, 0.25932], "s_squared": 0.7527, "e_above_lowest_kcal_mol": 14.0, "lumo_energy_ev": [0.867, -2.203], "e_tot_ev": -16137.8801}